No. 1
Below is one molecule with the formula C4H6N4 at a distorted geometry, with properties calculated with ωB97M-V with the def2-TZVPD basis set.

Geometry (Å):
N (2.653, 0.862, -0.788)
N (1.452, 0.246, -0.437)
C (0.450, 0.768, 0.107)
C (-0.849, 0.117, 0.507)
C (-0.725, -1.344, 0.863)
N (-1.637, -2.043, 0.315)
N (-2.412, -1.251, -0.542)
C (-1.948, -0.071, -0.471)
H (2.668, 0.893, -1.787)
H (3.404, 0.397, -0.225)
H (0.579, 1.774, 0.378)
H (-1.191, 0.689, 1.360)
H (-0.115, -1.823, 1.623)
H (-2.329, 0.785, -0.903)

Values from the calculation:
- SMILES = N/N=C/C1C=NN=C1
- spin multiplicity = 1
- HOMO energy (eV) = -8.448
- calculated total energy (eV) = -10201.696
- energy relative to the best compared isomer or geometry (same formula, charge and spin) (kcal/mol) = 97.9

Here are the Löwdin charges for atoms 1 to 5, given in e: N -0.0179; N -0.0660; C -0.1329; C -0.2355; C -0.1203

=====

No. 2
Below is a 5-piece molecular cluster, C15H32O11P2S overall at a distorted geometry, with properties calculated with ωB97M-V with the def2-TZVPD basis set.

Geometry (Å):
C (3.322, -2.672, 1.611)
S (1.753, -1.905, 1.919)
O (1.087, -2.607, 2.983)
O (1.017, -1.765, 0.693)
C (2.266, -0.239, 2.563)
O (2.856, -0.194, 3.596)
O (1.927, 0.798, 1.794)
C (2.995, 1.765, 1.628)
P (3.015, 2.455, -0.101)
P (3.562, 0.930, -1.540)
O (3.368, 1.554, -2.857)
O (2.686, -0.358, -1.278)
O (5.068, 0.372, -1.348)
H (3.460, -2.770, 0.538)
H (4.129, -2.110, 2.078)
H (3.270, -3.658, 2.072)
H (3.940, 1.364, 1.997)
H (2.762, 2.616, 2.274)
H (4.184, 3.238, -0.079)
H (3.172, -1.182, -1.430)
H (5.670, 1.108, -1.178)
C (4.550, -7.018, 2.603)
C (4.908, -6.513, 1.227)
C (5.046, -7.546, 0.136)
O (5.076, -5.334, 1.008)
H (4.482, -6.182, 3.294)
H (3.591, -7.537, 2.573)
H (5.315, -7.712, 2.957)
H (4.106, -8.085, 0.011)
H (5.830, -8.260, 0.395)
H (5.305, -7.055, -0.799)
C (-3.029, 2.545, 0.175)
C (-1.531, 2.654, 0.201)
C (-0.760, 1.404, 0.554)
O (-0.955, 3.690, -0.058)
H (-3.463, 3.503, -0.099)
H (-3.319, 1.798, -0.563)
H (-3.406, 2.252, 1.158)
H (-0.990, 0.610, -0.159)
H (-1.028, 1.069, 1.558)
H (0.295, 1.617, 0.510)
C (-6.327, 4.869, 1.546)
C (-6.858, 4.120, 0.345)
C (-8.198, 4.564, -0.194)
O (-6.241, 3.213, -0.158)
H (-5.363, 4.456, 1.833)
H (-6.206, 5.926, 1.306)
H (-7.021, 4.775, 2.383)
H (-8.150, 5.610, -0.503)
H (-8.965, 4.459, 0.574)
H (-8.463, 3.951, -1.051)
C (-1.833, 1.909, -3.716)
C (-2.789, 0.785, -3.401)
C (-2.701, -0.450, -4.266)
O (-3.586, 0.868, -2.495)
H (-1.996, 2.733, -3.025)
H (-0.801, 1.565, -3.622)
H (-1.994, 2.261, -4.737)
H (-1.704, -0.887, -4.191)
H (-2.896, -0.191, -5.308)
H (-3.437, -1.178, -3.934)

Values from the calculation:
- SMILES = CS(=O)(=O)C(=O)OCPP(=O)(O)O.CC(C)=O.CC(C)=O.CC(C)=O.CC(C)=O
- spin multiplicity = 1
- HOMO energy (eV) = -8.787
- calculated total energy (eV) = -68009.389
- energy relative to the best compared isomer or geometry (same formula, charge and spin) (kcal/mol) = 0.0

Here are the Löwdin charges for atoms 1 to 5, given in e: C -0.1191; S 0.6852; O -0.2954; O -0.3061; C -0.5324

=====

No. 3
Below is C18H19ClN2OS as an isolated structure at a distorted geometry, with properties calculated with ωB97M-V with the def2-TZVPD basis set.

Geometry (Å):
O (0.465, -3.117, -0.440)
C (1.032, -2.074, -0.839)
N (0.525, -1.172, -1.586)
C (-0.748, -1.042, -2.207)
C (-1.529, -2.004, -2.380)
C (-2.818, -2.064, -2.883)
C (-3.343, -0.898, -3.442)
C (-2.260, 0.207, -3.492)
C (-1.084, 0.180, -2.746)
S (-0.222, 1.638, -2.710)
C (-0.398, 2.032, -0.864)
C (0.473, 3.173, -0.403)
C (0.111, 3.766, 0.677)
C (-0.868, 2.968, 1.621)
C (-1.624, 2.145, 1.019)
C (-1.638, 1.640, -0.114)
H (-2.329, 0.943, -0.679)
H (-2.598, 1.695, 1.731)
Cl (-1.018, 3.498, 3.137)
H (0.710, 4.303, 1.316)
H (1.181, 3.620, -1.097)
H (-2.727, 1.018, -3.730)
H (-4.063, -1.053, -4.020)
H (-3.442, -3.099, -2.826)
H (-0.927, -3.116, -1.790)
H (1.005, -0.223, -1.676)
C (2.316, -1.448, -0.220)
N (2.442, -1.129, 1.195)
C (1.492, 0.261, 1.413)
C (1.419, 0.382, 2.813)
H (0.852, 1.055, 3.134)
H (2.567, 0.796, 3.164)
C (1.185, -1.080, 3.275)
H (1.471, -1.109, 4.251)
H (0.073, -1.129, 3.239)
C (1.977, -2.096, 2.301)
H (2.925, -2.340, 2.564)
H (1.034, -2.813, 2.002)
H (2.137, 1.019, 0.854)
H (0.588, 0.110, 1.075)
H (2.724, -0.903, -0.818)
H (2.928, -2.541, 0.179)

Values from the calculation:
- spin multiplicity = 1
- HOMO energy (eV) = -8.237
- calculated total energy (eV) = -47346.372
- energy relative to the best compared isomer or geometry (same formula, charge and spin) (kcal/mol) = 320.6

Here are the Löwdin charges for atoms 1 to 5, given in e: O -0.0043; C -0.4590; N 0.1373; C -0.3208; C -0.0786